A structure of composition C43H35N6P2Pd, computed with wB97M-V/def2-TZVPD.

Results
**Energy relative to the best compared isomer or geometry (same formula, charge and spin)**: 0.4139 eV
**LUMO**: 2.613 eV
**HOMO**: -2.725 eV

Geometry as ORCA input:
```
! wB97M-V def2-TZVPD RIJCOSX def2/J DEFGRID3
* xyz -1 1
H 2.27111 0.11140 4.83866
C 1.32794 0.04474 4.31373
H 0.56703 2.62349 -0.74048
C 1.19372 -0.17176 -5.29601
C -4.64364 -1.92898 0.68719
H -2.02251 -0.09195 4.66100
N 3.19683 0.00903 -2.28227
C -5.53485 -4.11184 1.17459
N 2.68825 -0.01793 2.41693
C -0.90125 -0.13322 2.84224
C -3.48549 -2.46825 0.12865
H -2.67825 4.32776 -0.75526
C -3.48983 3.89728 -0.18303
C 4.72188 0.02446 -0.42948
H 3.27412 -0.06961 -4.74484
H -2.74325 -3.59030 -4.76052
C -4.55184 2.03913 0.85997
H -3.63290 0.06001 -2.81102
H -4.58143 0.92660 -1.59596
C 2.24512 -0.08652 -4.41451
H -6.38046 4.85693 1.32195
H -3.11841 2.31838 -2.87875
H -6.39891 2.43568 1.87267
C -2.02959 -3.36508 -3.97667
N 0.25924 -0.11065 2.17848
C -5.65742 -2.73065 1.19921
H 7.80922 0.04286 1.83407
H -1.78600 -0.20589 2.21947
Pd 0.13938 0.00850 -0.24966
H -2.49690 -4.33002 -0.30468
C -4.38708 -4.67468 0.62783
P -1.99034 1.43032 -0.23237
C -1.53595 -2.36777 -1.82154
C 0.55144 3.47709 -2.70834
H -3.48176 -2.41388 -2.73006
C 0.20303 -3.46677 -3.09700
C -2.08121 2.62980 -2.83080
H -1.22790 -0.12713 -2.97218
H 0.26665 4.17122 -4.72201
N 2.42147 -0.01348 0.00824
C 6.92851 0.03740 1.20335
H -6.32347 -4.74138 1.56828
C 7.07999 0.05227 -0.18244
C -2.43959 -2.68827 -2.83704
C -3.48364 2.52706 0.10258
H 5.51871 0.00391 2.85692
H 0.08302 0.08636 6.05355
H 0.50073 -2.51491 -1.19282
C -1.03747 -0.06920 4.21275
H -0.97132 -0.26419 -5.41682
C -5.58643 2.85677 1.29119
C -0.21341 -2.77991 -1.96257
H -4.75775 -0.85502 0.71943
H -4.56404 0.99208 1.12972
C 5.96634 0.04549 -1.02240
C -0.70106 -3.75091 -4.11142
H -4.27323 -5.75250 0.60126
H -4.48989 5.78416 0.01328
C -5.57595 4.21258 0.98883
H 1.58714 3.79090 -2.66024
C 5.66015 0.01518 1.78334
C -0.23934 -0.12028 -3.41398
C 2.02015 -0.03293 -3.02668
H 1.37200 -0.22341 -6.36359
C 4.57290 0.00864 0.93604
C -0.18786 3.68750 -3.86563
C 3.09003 -0.01192 1.19459
C 3.32977 0.00613 -1.00090
C -4.51770 4.72717 0.25356
N 0.76967 -0.04240 -2.53614
C -0.09734 -0.19387 -4.78256
H 1.24122 -3.75965 -3.19689
H -2.09577 3.43570 -4.81998
C -0.02342 2.82768 -1.62346
C 0.12293 0.02814 4.97216
C -3.38278 -3.86609 0.11336
N -2.82366 0.02848 -0.84777
P -2.00010 -1.40302 -0.30975
H 8.07600 0.06929 -0.60884
C -1.51193 3.27161 -3.92165
H -6.54540 -2.27138 1.61887
C -3.95675 0.04677 -1.76314
H -0.37260 -4.26940 -5.00475
C 1.38112 -0.02816 2.90856
C -1.34078 2.37313 -1.67789
H 6.06194 0.05603 -2.10114
H -4.58269 -0.83582 -1.62111
*
```

Results of the Mulliken charge analysis, in e, for atoms 1 through 5: 0.448, -0.552, 0.414, -0.990, -0.200

A cluster of 2 separate species, C5H5FNP in total at a distorted geometry, computed with wB97M-V/def2-TZVPD.

Results
**Energy relative to the best compared isomer or geometry (same formula, charge and spin)**: 1.3854 eV
**LUMO (spin up / spin down)**: -0.359 / -0.525 eV
**HOMO (spin up / spin down)**: -8.206 / -8.586 eV

Geometry as ORCA input:
```
! wB97M-V def2-TZVPD RIJCOSX def2/J DEFGRID3
* xyz 0 1
N -0.74565 -0.89227 -0.48133
C 1.02878 0.65352 -0.18818
C 1.00183 -1.36714 1.05034
H -0.91776 -2.38670 0.86240
P -2.06324 1.98690 -2.00201
H 2.61263 -0.03919 1.14341
H 1.33532 1.78595 -0.35905
C 1.63028 -0.18579 0.65743
C -0.22590 -1.66196 0.43788
F -2.09520 2.90104 -0.68626
H -2.91409 0.99633 -1.42536
H 1.52970 -2.02747 1.74296
C -0.17670 0.23678 -0.75223
*
```

Results of the natural (NBO) charge analysis, in e, for atoms 1 through 5: -0.480, -0.339, -0.262, 0.196, 0.786

A cluster of 2 separate species, C4H10NO2 in total, computed with wB97M-V/def2-TZVPD.

Results
**Energy relative to the best compared isomer or geometry (same formula, charge and spin)**: 3.3441 eV
**LUMO**: 3.975 eV
**HOMO**: -2.550 eV

Geometry as ORCA input:
```
! wB97M-V def2-TZVPD RIJCOSX def2/J DEFGRID3
* xyz -1 1
H 0.36143 -2.88484 1.27993
C -0.76470 -1.47396 0.19186
C 1.17964 2.23418 -0.74604
H -0.19982 3.38378 0.27714
H 0.30653 2.09694 1.12998
H 0.09574 -3.30644 -0.43593
H -1.21461 -3.49048 0.76854
H -1.31965 0.09182 1.07672
O 1.76596 1.07091 -0.62243
C -0.35445 -2.88069 0.45383
O -1.29722 -0.85195 1.29464
H 1.83587 3.14647 -0.52576
C -0.56481 -0.85126 -0.97433
H -0.39194 0.21767 -0.97216
H -0.38526 -1.47237 -1.83952
N -0.00826 2.39304 0.21220
H 0.71461 2.43005 -1.74668
*
```

Results of the natural (NBO) charge analysis, in e, for atoms 1 through 5: 0.217, 0.306, 0.158, 0.317, 0.334

A structure of composition C6H16N2 at a distorted geometry, computed with wB97M-V/def2-TZVPD.

Results
**Energy relative to the best compared isomer or geometry (same formula, charge and spin)**: 7.3680 eV
**LUMO**: -1.024 eV
**HOMO**: -7.082 eV

Geometry as ORCA input:
```
! wB97M-V def2-TZVPD RIJCOSX def2/J DEFGRID3
* xyz 0 1
C -1.38583 -2.06378 -0.66338
H -0.35898 -2.36071 -0.48541
C 2.81854 -0.44612 0.21225
H 3.73346 0.08188 -0.06066
N -0.97846 0.21255 0.42176
H -1.81930 1.91119 -0.49492
H 0.63920 -0.03666 1.59405
C 0.43748 0.26115 0.55427
H -1.87345 1.06600 4.04349
H -2.60420 -0.33383 -0.81621
H 1.88785 1.38544 -0.44078
C -1.54137 -0.53110 -0.72590
H -0.14869 1.92128 -0.76582
H 2.84829 -0.38956 1.30280
H -2.11511 -2.45266 0.04633
C -0.87752 1.65313 0.00675
H 1.44093 0.63116 -2.35567
N 1.25538 -0.09919 -1.67175
H -1.67450 -2.39258 -1.66175
H -2.18024 1.02340 3.36210
H 2.78322 -1.39969 -0.30733
H -0.85569 2.28464 0.89709
C 1.58194 0.32173 -0.35931
H -1.01293 -0.24766 -1.63200
*
```

Results of the natural (NBO) charge analysis, in e, for atoms 1 through 5: -0.612, 0.217, -0.582, 0.217, -0.468